DFT (ωB97M-V with the def2-TZVPD basis set) results for C41H42P2SSn as an isolated structure at a distorted geometry.

Computed properties:
- HOMO (eV) = -7.67
- DFT total energy (hartree) = -2882.6064
- frontier orbital gap (eV) = 6.62
- relative energy (zero: lowest compared OMol25 entry of this formula, charge and spin) (eV) = 0.000
- strongest force on any atom (eV/A) = 1.75

```
! RIJCOSX wB97M-V def2-TZVPD def2/J DEFGRID3
* xyz 0 1
Sn 1.9422 -1.5860 -0.2067
C -2.6339 0.1498 0.8248
C -2.7456 -0.1807 -0.4657
C -2.9743 0.7451 -1.6227
C -1.6969 1.3567 -2.2798
C -0.6953 1.9895 -1.3657
C -0.9192 2.5210 -0.1604
C -2.2511 2.6908 0.5013
C -2.6989 1.5218 1.4228
C 3.2204 0.2013 -0.4882
H -2.5349 -0.6528 1.5651
H -2.6190 -1.2364 -0.7415
H -3.6757 1.5547 -1.3790
H -3.4663 0.1499 -2.4116
H -1.2038 0.5705 -2.8799
H -2.0299 2.1232 -3.0059
H 0.3219 2.0202 -1.7747
H -0.0696 2.9078 0.4116
H -3.0379 2.9116 -0.2249
H -2.1659 3.5763 1.1473
H -2.0805 1.5341 2.3362
H -3.7302 1.7308 1.7657
H 3.9522 0.3196 0.3303
H 2.5165 1.0491 -0.4776
H 3.7430 0.1108 -1.4485
P 0.1154 -2.3021 -9.3113
P 2.0754 0.3883 -9.5635
C -0.4586 -0.7085 -9.9347
C 0.3492 0.3824 -10.0535
C -0.7381 -3.4768 -10.4484
C -1.9099 -3.1653 -11.1486
C -2.5271 -4.1243 -11.9609
C -1.9662 -5.3975 -12.0976
C -0.7712 -5.7034 -11.4313
C -0.1503 -4.7454 -10.6303
C -0.8949 -2.4081 -7.7727
C -0.5215 -1.5493 -6.7210
C -1.2585 -1.5489 -5.5382
C -2.3589 -2.4047 -5.3896
C -2.7035 -3.2757 -6.4273
C -1.9647 -3.2985 -7.6139
C 2.7358 1.1672 -11.1518
C 2.6892 0.3684 -12.3093
C 3.0439 0.9027 -13.5455
C 3.4621 2.2355 -13.6392
C 3.5448 3.0207 -12.4874
C 3.2015 2.4855 -11.2435
C 2.1565 1.8274 -8.4326
C 3.2875 1.9146 -7.5951
C 3.4464 3.0183 -6.7591
C 2.4735 4.0282 -6.7280
C 1.3342 3.9157 -7.5301
C 1.1581 2.8070 -8.3671
H -1.5262 -0.6339 -10.1733
H -0.0176 1.2997 -10.5323
H -2.3629 -2.1826 -11.0733
H -3.4480 -3.8757 -12.4905
H -2.4546 -6.1525 -12.7202
H -0.3240 -6.6929 -11.5417
H 0.7909 -4.9745 -10.1334
H 0.3397 -0.8838 -6.8420
H -0.9713 -0.8844 -4.7253
H -2.9391 -2.3955 -4.4640
H -3.5503 -3.9502 -6.3195
H -2.2213 -3.9947 -8.4143
H 2.3535 -0.6686 -12.2440
H 2.9961 0.2876 -14.4434
H 3.7335 2.6614 -14.6051
H 3.8774 4.0575 -12.5447
H 3.2768 3.1021 -10.3471
H 4.0319 1.1137 -7.6142
H 4.3305 3.0886 -6.1265
H 2.6046 4.8906 -6.0704
H 0.5692 4.6910 -7.5010
H 0.2511 2.7140 -8.9624
S 0.5817 -0.2365 1.3235
C 0.3624 -1.0464 2.8416
C 0.8572 -2.3460 3.0570
C 0.3788 -3.0902 4.1335
C -0.4731 -2.5198 5.0768
C -0.7984 -1.1620 4.9754
C -0.3719 -0.4178 3.8754
H 1.5910 -2.7346 2.3503
H 0.6821 -4.1372 4.2447
H -0.8699 -3.1240 5.9000
H -1.3955 -0.6820 5.7533
H -0.5902 0.6512 3.7872
*
```



DFT (ωB97M-V with the def2-TZVPD basis set) results for C41H42P2SV as an isolated structure at a distorted geometry.

Computed properties:
- HOMO (alpha / beta) (eV) = -6.94 / -7.63
- DFT total energy (hartree) = -3612.2609
- frontier orbital gap (alpha / beta) (eV) = 7.47 / 7.03
- relative energy (zero: lowest compared OMol25 entry of this formula, charge and spin) (eV) = 0.003
- strongest force on any atom (eV/A) = 3.40
- <S²> = 3.7748

```
! RIJCOSX wB97M-V def2-TZVPD def2/J DEFGRID3
* xyz 0 4
V 3.8477 0.4056 3.0169
C 5.0050 2.1761 2.5511
C 3.7824 2.1369 1.8127
C 3.6041 1.6045 0.4258
C 3.3433 0.0823 0.2712
C 3.9580 -0.8130 1.2984
C 5.2730 -0.6483 1.8115
C 6.2518 0.3453 1.2810
C 6.3248 1.6950 2.0418
C 2.0018 -0.1461 3.6693
H 5.0628 2.9375 3.3372
H 3.0314 2.8743 2.1333
H 4.4283 1.9213 -0.2434
H 2.7143 2.1238 0.0170
H 2.2542 -0.0841 0.2233
H 3.6852 -0.1974 -0.7437
H 3.4496 -1.7823 1.4280
H 5.6870 -1.5223 2.3417
H 6.1109 0.5301 0.2013
H 7.2574 -0.1147 1.3174
H 7.0589 1.6002 2.8590
H 6.7722 2.4385 1.3581
H 1.8682 0.4722 4.5776
H 2.1425 -1.2060 3.9506
H 1.1297 -0.0138 3.0092
P -4.1088 0.6273 -1.9397
P -3.7269 -2.5605 -1.8660
C -3.3834 -0.2559 -3.3442
C -3.3428 -1.6129 -3.3620
C -5.3292 1.7614 -2.7267
C -5.2557 2.1285 -4.0803
C -6.1290 3.0977 -4.5926
C -7.1462 3.6219 -3.7897
C -7.2943 3.1794 -2.4670
C -6.3916 2.2580 -1.9358
C -2.6653 1.6928 -1.5229
C -1.5772 1.0080 -0.9516
C -0.4175 1.7008 -0.6067
C -0.3519 3.0924 -0.7803
C -1.4264 3.7648 -1.3770
C -2.5730 3.0700 -1.7782
C -4.7763 -3.8829 -2.6526
C -6.0318 -3.4600 -3.1372
C -6.8487 -4.3416 -3.8474
C -6.4438 -5.6725 -4.0408
C -5.2148 -6.1041 -3.5386
C -4.3729 -5.2144 -2.8613
C -2.1791 -3.4778 -1.5357
C -2.0500 -4.0970 -0.2752
C -0.9371 -4.8923 -0.0094
C 0.0669 -5.0494 -0.9740
C -0.0414 -4.3873 -2.2015
C -1.1591 -3.5992 -2.4900
H -2.9326 0.3592 -4.1292
H -3.1196 -2.1839 -4.2721
H -4.5148 1.6702 -4.7338
H -5.9966 3.4449 -5.6235
H -7.8181 4.3778 -4.1927
H -8.1061 3.5706 -1.8528
H -6.4966 1.9233 -0.9029
H -1.6439 -0.0713 -0.8153
H 0.4319 1.1555 -0.1991
H 0.5423 3.6353 -0.4682
H -1.3622 4.8422 -1.5368
H -3.3709 3.5879 -2.3060
H -6.3451 -2.4259 -2.9909
H -7.7991 -3.9968 -4.2576
H -7.0846 -6.3627 -4.5902
H -4.8975 -7.1420 -3.6817
H -3.3919 -5.5496 -2.5286
H -2.8332 -3.9686 0.4730
H -0.8497 -5.3977 0.9530
H 0.9344 -5.6770 -0.7693
H 0.7436 -4.4824 -2.9536
H -1.2570 -3.1016 -3.4523
S 5.2412 0.0974 4.7897
C 5.6837 1.5812 5.6317
C 4.7171 2.3006 6.3552
C 5.0599 3.4911 6.9973
C 6.3715 3.9801 6.9641
C 7.3475 3.2287 6.3072
C 7.0174 2.0528 5.6343
H 3.7076 1.8921 6.4058
H 4.2996 4.0272 7.5632
H 6.6230 4.9203 7.4645
H 8.3925 3.5521 6.3434
H 7.7693 1.4583 5.1126
*
```



DFT (ωB97M-V with the def2-TZVPD basis set) results for C41H43KN5S5Sb3Se as an isolated structure.

Computed properties:
- HOMO (eV) = -0.71
- DFT total energy (hartree) = -7575.1172
- frontier orbital gap (eV) = 4.16
- strongest force on any atom (eV/A) = 0.92

```
! RIJCOSX wB97M-V def2-TZVPD def2/J DEFGRID3
* xyz -2 1
K 0.6823 0.0284 0.2394
C 2.1378 -4.4754 1.1081
N 1.7822 -4.2912 -0.2806
C 2.5847 -4.6492 -1.3506
C 2.0066 -4.1633 -2.4601
N 0.8552 -3.5046 -2.0614
C 0.7112 -3.5741 -0.7070
S -0.5668 -3.0236 0.2439
C 0.0945 -2.6890 -2.9618
C -0.3956 -3.2677 -4.1235
C -1.0435 -2.4327 -5.0170
C -1.1583 -1.0804 -4.7194
C -0.6424 -0.6166 -3.5173
N -0.0427 -1.4193 -2.6417
H 2.5233 -5.4845 1.2505
H 1.2407 -4.3325 1.7072
H 2.8927 -3.7468 1.4091
H 3.5003 -5.1925 -1.2179
H 2.3221 -4.1639 -3.4848
H -0.2773 -4.3263 -4.3053
H -1.4616 -2.8372 -5.9304
H -1.6367 -0.3915 -5.4014
H -0.6829 0.4298 -3.2313
C -4.7695 0.5132 -1.9668
C -4.8724 1.9544 -1.4622
C -3.6450 2.8125 -1.8216
Sb -2.0115 2.5573 -0.2671
C -3.3823 3.3001 1.2960
C -3.3708 2.6839 2.5453
C -4.2687 3.0423 3.5423
C -5.2032 4.0406 3.3089
C -5.2272 4.6748 2.0742
C -4.3272 4.3018 1.0846
C -1.4768 4.6116 -0.7431
C -1.4015 5.5875 0.2453
C -1.0204 6.8871 -0.0623
C -0.6973 7.2278 -1.3672
C -0.7763 6.2652 -2.3641
C -1.1646 4.9706 -2.0514
Sb -3.1050 -0.6364 -1.1571
C -3.9774 -0.8862 0.7972
C -5.3233 -1.1860 0.9907
C -5.8395 -1.3532 2.2665
C -5.0095 -1.2366 3.3735
C -3.6654 -0.9515 3.1976
C -3.1590 -0.7732 1.9168
C -4.0096 -2.4951 -1.8891
C -4.5638 -2.5672 -3.1659
C -5.0900 -3.7527 -3.6642
C -5.0678 -4.9002 -2.8874
C -4.5103 -4.8516 -1.6172
C -3.9844 -3.6645 -1.1295
H -4.6442 0.5114 -3.0534
H -5.6751 -0.0538 -1.7408
H -5.0165 1.9337 -0.3762
H -5.7926 2.3930 -1.8704
H -3.9010 3.8680 -1.9120
H -3.2654 2.4915 -2.7979
H -2.6254 1.9239 2.7494
H -4.2341 2.5456 4.5046
H -5.9022 4.3292 4.0856
H -5.9461 5.4645 1.8837
H -4.3603 4.8086 0.1263
H -1.6036 5.3190 1.2748
H -0.9468 7.6262 0.7264
H -0.3615 8.2309 -1.6025
H -0.5065 6.5159 -3.3833
H -1.1832 4.2151 -2.8302
H -5.9789 -1.3025 0.1347
H -6.8922 -1.5721 2.3986
H -5.4133 -1.3596 4.3709
H -3.0110 -0.8541 4.0533
H -2.1094 -0.5232 1.7953
H -4.5875 -1.6835 -3.7927
H -5.5191 -3.7788 -4.6584
H -5.4790 -5.8263 -3.2693
H -4.4824 -5.7440 -1.0041
H -3.5421 -3.6509 -0.1414
S 0.8980 2.0558 -1.7901
Sb 1.5471 3.5926 -0.0367
S 0.1843 2.6749 1.7384
S 3.6456 2.5726 0.7581
S 5.1201 3.8521 -0.0581
C 5.2700 0.3656 -1.8236
N 4.4368 0.9260 -2.8738
C 4.2306 2.2766 -3.0437
C 3.3638 2.4042 -4.0636
N 3.0420 1.1302 -4.4913
C 2.0741 0.8308 -5.5145
C 3.7008 0.2216 -3.7503
Se 3.6632 -1.6374 -3.9001
H 6.2596 0.8164 -1.8743
H 5.3239 -0.7066 -1.9857
H 4.8245 0.6032 -0.8570
H 4.6442 2.9811 -2.3347
H 2.8764 3.2718 -4.4634
H 2.4992 0.9738 -6.5114
H 1.2115 1.4823 -5.3791
H 1.7724 -0.2089 -5.4066
*
```



DFT (ωB97M-V with the def2-TZVPD basis set) results for C41H44AlN7O4S3 as an isolated structure at a distorted geometry.

Computed properties:
- HOMO (eV) = -12.80
- DFT total energy (hartree) = -3709.5142
- frontier orbital gap (eV) = 7.47
- relative energy (zero: lowest compared OMol25 entry of this formula, charge and spin) (eV) = 2.558
- strongest force on any atom (eV/A) = 3.05

```
! RIJCOSX wB97M-V def2-TZVPD def2/J DEFGRID3
* xyz 2 1
Al 0.5069 -0.1197 -0.7349
S -4.4961 -0.9401 0.2713
C -4.5050 -2.1488 1.5633
C -5.4494 -2.3532 2.5976
C -5.2114 -3.4167 3.4725
C -4.1114 -4.3000 3.3351
C -3.2444 -4.1305 2.2691
C -3.3888 -2.9929 1.4225
N -2.5577 -2.6742 0.3163
C -2.9525 -1.6083 -0.3005
C -2.2828 -1.3132 -1.6093
C -3.1505 -1.5947 -2.6591
C -2.6597 -1.9648 -3.8953
C -1.2705 -2.1016 -3.9931
C -0.4263 -1.6757 -2.9645
C -0.8623 -1.2032 -1.7447
H -6.2429 -1.6768 2.7133
H -5.8626 -3.5423 4.3617
H -3.8786 -5.0956 4.0756
H -2.4665 -4.8277 2.0546
H -4.2176 -1.5852 -2.4895
H -3.3248 -2.2385 -4.6853
H -0.8176 -2.5927 -4.8364
H 0.6218 -1.7007 -3.2520
O -0.4973 1.2823 0.0048
S -2.0205 1.3449 0.6236
C -1.7171 1.5691 2.5069
C -1.2734 0.3810 3.3325
C 0.0965 -0.2924 3.0068
C 1.2987 0.6541 2.7746
S 2.5614 0.0132 1.6361
O 1.9974 0.3923 0.2336
C 3.8971 1.1314 1.9173
C 5.1399 0.5866 2.1475
C 6.1800 1.4976 2.4319
C 5.8632 2.8556 2.5218
C 4.6254 3.3827 2.1387
C 3.6716 2.4999 1.6479
C -2.5515 3.0400 0.3647
C -1.9057 3.9863 -0.4379
C -2.5355 5.2291 -0.6771
C -3.7882 5.5511 -0.1868
C -4.3609 4.6555 0.7629
C -3.8004 3.3728 0.9386
H -2.7053 1.8700 2.9333
H -1.1126 2.4316 2.6736
H -2.0007 -0.4174 3.2231
H -1.3076 0.6851 4.3847
H 0.0702 -1.0511 2.1823
H 0.2763 -0.8990 3.9147
H 1.7729 0.8876 3.7318
H 0.9098 1.6158 2.3747
H 5.2923 -0.4952 2.0306
H 7.1593 1.1556 2.6925
H 6.6542 3.4962 2.8969
H 4.4800 4.4793 2.2743
H 2.7018 2.9190 1.3187
H -0.9976 3.6895 -1.0248
H -1.9373 5.9313 -1.2071
H -4.3855 6.4362 -0.6057
H -5.2453 4.9643 1.3377
H -4.2706 2.6867 1.6430
C 1.5570 -6.4670 -1.2208
C 0.8506 -6.4121 0.1087
C -0.6635 -6.5599 -0.0146
C 1.2765 -5.3224 1.0592
N 1.4376 -4.0474 0.3524
C 0.5906 -3.1098 -0.1031
N 1.2021 -1.9858 -0.2920
N 2.5573 -2.2646 -0.0600
N 2.6829 -3.4454 0.4309
H 2.5929 -6.7635 -1.1729
H 1.4822 -5.5145 -1.7852
H 0.9918 -7.0943 -1.9563
H 1.2196 -7.2777 0.7163
H -1.1607 -5.6712 -0.3225
H -1.1187 -6.9758 0.9274
H -0.8534 -7.2759 -0.8654
H 2.2171 -5.6095 1.5704
H 0.4760 -5.0719 1.7807
H -0.4940 -3.2217 -0.1579
O 0.6668 7.2812 -2.7613
C 1.4498 6.9804 -3.8311
N 2.0342 5.6195 -3.6435
C 1.3896 4.6228 -2.9753
O 0.3119 4.8428 -2.3740
C 1.9890 3.2615 -2.9815
C 3.3392 2.8788 -3.3012
C 3.7367 1.5464 -3.0364
C 2.8817 0.6281 -2.4488
N 1.5831 0.9755 -2.1683
C 1.1829 2.2358 -2.4741
H 0.3603 6.3481 -2.4492
H 2.2512 7.7032 -3.8965
H 0.9551 6.9386 -4.8192
H 2.8697 5.4846 -4.2000
H 4.0473 3.5740 -3.7763
H 4.7593 1.2461 -3.2070
H 3.2339 -0.2972 -2.0538
H 0.1305 2.4984 -2.3486
*
```



DFT (ωB97M-V with the def2-TZVPD basis set) results for a 8-piece molecular cluster, C41H44BBrN7O4 overall at a distorted geometry.

Computed properties:
- HOMO (eV) = -4.30
- DFT total energy (hartree) = -4871.8971
- frontier orbital gap (eV) = 6.52
- strongest force on any atom (eV/A) = 1.78

```
! RIJCOSX wB97M-V def2-TZVPD def2/J DEFGRID3
* xyz -1 1
O 1.5247 -3.6504 -0.4918
C 1.2140 -2.6813 0.1845
C 0.1978 -1.6626 -0.1810
C -0.9095 -1.6735 0.8958
O -0.4815 -1.0718 2.0686
B -0.9060 0.3700 1.8964
O -2.2753 0.1968 1.2910
C -2.2179 -0.9482 0.4608
C -3.4084 -1.8015 0.9329
C -4.7532 -1.3217 0.5334
O -5.6473 -1.0330 1.2528
Br -5.1081 -1.1899 -1.4122
H 1.6712 -2.5257 1.1774
H 0.6583 -0.6697 -0.1856
H -0.1749 -1.8714 -1.1871
H -1.1374 -2.7315 1.0973
H -0.1758 0.8578 1.0135
H -0.9338 1.0422 2.9013
H -2.2638 -0.6036 -0.5735
H -3.3018 -2.8465 0.6277
H -3.4034 -1.7385 2.0211
N 3.7997 -4.2992 -3.8975
C 4.9794 -4.6399 -4.4124
C 5.9745 -5.2885 -3.6978
C 5.7312 -5.5948 -2.3678
C 4.5123 -5.2414 -1.8151
C 3.5756 -4.5972 -2.6156
H 5.1311 -4.3814 -5.4557
H 6.9111 -5.5503 -4.1716
H 6.4804 -6.1052 -1.7750
H 4.2765 -5.4566 -0.7819
H 2.6166 -4.3148 -2.1948
N -0.7584 1.4699 -1.5509
C -0.0646 1.4513 -2.6856
C -0.2283 2.3754 -3.7088
C -1.1790 3.3698 -3.5371
C -1.9122 3.3997 -2.3612
C -1.6612 2.4301 -1.3989
H 0.6653 0.6511 -2.7770
H 0.3625 2.3227 -4.6128
H -1.3455 4.1079 -4.3129
H -2.6728 4.1508 -2.1944
H -2.2035 2.4065 -0.4576
N 1.5737 3.7796 -5.9536
C 2.7185 3.8126 -5.2786
C 3.7979 4.6066 -5.6378
C 3.6809 5.4084 -6.7609
C 2.4930 5.3848 -7.4745
C 1.4739 4.5568 -7.0290
H 2.7677 3.1712 -4.4044
H 4.7041 4.5940 -5.0483
H 4.5005 6.0422 -7.0743
H 2.3559 5.9949 -8.3569
H 0.5274 4.5127 -7.5573
N -0.4171 2.9660 4.9758
C -0.4254 3.2406 6.2777
C -0.5104 4.5291 6.7873
C -0.5858 5.5859 5.8931
C -0.5761 5.3107 4.5345
C -0.4912 3.9846 4.1283
H -0.3668 2.3912 6.9457
H -0.5187 4.6925 7.8570
H -0.6529 6.6071 6.2489
H -0.6343 6.1038 3.8008
H -0.4855 3.7157 3.0764
N -0.6582 1.4449 9.2368
C -1.1049 0.2461 8.8713
C -1.4733 -0.7403 9.7751
C -1.3696 -0.4668 11.1286
C -0.9044 0.7780 11.5229
C -0.5645 1.6949 10.5400
H -1.1694 0.0704 7.8026
H -1.8316 -1.6966 9.4206
H -1.6466 -1.2107 11.8646
H -0.8065 1.0353 12.5688
H -0.1986 2.6806 10.8075
N -5.4968 4.1863 -1.7139
C -5.5317 3.7115 -0.4685
C -6.2664 4.3015 0.5513
C -6.9918 5.4467 0.2737
C -6.9575 5.9565 -1.0141
C -6.2007 5.2879 -1.9632
H -4.9581 2.8118 -0.2729
H -6.2583 3.8681 1.5417
H -7.5721 5.9340 1.0470
H -7.5074 6.8489 -1.2815
H -6.1589 5.6499 -2.9857
N 4.3554 -10.9059 -5.0575
C 4.4609 -10.6909 -3.7483
C 4.2833 -9.4497 -3.1553
C 3.9814 -8.3686 -3.9667
C 3.8679 -8.5748 -5.3317
C 4.0625 -9.8570 -5.8233
H 4.6998 -11.5609 -3.1457
H 4.3794 -9.3346 -2.0842
H 3.8358 -7.3830 -3.5435
H 3.6333 -7.7586 -6.0011
H 3.9796 -10.0584 -6.8861
*
```